The following is a DFT calculation (wB97M-V/def2-TZVPD) of C23H51N5O7 as an isolated structure in a non-equilibrium geometry.

Structure (XYZ):
```
86
Properties=species:S:1:pos:R:3:forces:R:3
C -0.39359 -3.50488 5.16851 0.055 -2.418 0.687
O 0.05781 -4.37868 5.97265 -0.915 2.849 -2.721
N -0.14234 -3.36361 3.82617 -0.883 -0.203 0.009
C -0.70251 -2.27086 3.05266 0.428 -0.527 0.023
C 0.84685 -4.11164 3.15093 2.583 -0.618 -0.721
H -1.19883 -2.79136 5.40234 0.220 0.009 0.651
H -1.23589 -2.47367 2.12396 -0.545 -1.764 0.313
H 0.05555 -1.65195 2.57266 -0.259 -1.517 1.161
H -1.28817 -1.50981 3.56832 0.890 -2.749 1.357
H 1.29258 -4.87922 3.78358 -0.516 -0.216 -0.180
H 0.77971 -4.38764 2.09860 -1.922 -0.964 0.083
H 1.66727 -3.45203 2.86821 -0.165 -0.573 0.961
C 1.41481 -1.36472 4.71558 1.237 -0.990 0.996
O 0.60059 -0.46078 4.53941 9.680 -5.126 7.696
N 2.18288 -1.92395 3.76533 -1.064 2.417 0.391
C 3.35923 -2.61732 4.19620 0.714 -0.147 0.699
C 1.96436 -1.48982 2.36593 2.910 0.090 2.616
H 1.56119 -1.85364 5.69114 0.023 0.101 0.187
H 3.70308 -2.18764 5.13707 0.053 0.089 0.021
H 4.18809 -2.48141 3.50149 -0.211 -0.177 -0.220
H 3.17969 -3.66782 4.42492 0.065 -0.161 -0.423
H 2.93577 -1.07232 2.10105 0.033 0.143 -0.388
H 1.73842 -2.21329 1.58258 0.186 -1.003 2.710
H 1.20418 -0.72456 2.20910 1.327 0.005 0.793
C -4.36657 1.28177 -2.95173 0.654 0.743 1.433
O -4.55262 0.12510 -2.60496 0.396 0.997 -0.501
N -3.51554 2.16152 -2.27156 -0.006 0.972 -1.080
C -3.25521 3.60449 -2.56741 -1.895 -0.227 -0.376
C -2.67777 1.70681 -1.21295 -1.182 0.131 1.473
H -4.89641 1.78946 -3.77254 0.038 -0.154 -0.095
H -3.97717 4.00273 -3.28034 -0.210 -0.356 -0.251
H -2.29011 3.89089 -2.98533 0.096 -0.538 0.433
H -3.46997 4.19683 -1.67797 0.301 -0.160 0.237
H -1.88421 2.42646 -1.01172 -0.182 0.007 -0.485
H -3.10599 1.57527 -0.21926 -0.890 -0.065 -0.017
H -2.19024 0.76400 -1.46099 -5.242 2.264 1.055
C 1.32681 -0.78901 -0.53030 -2.358 1.411 -1.593
O 1.79216 -1.49692 0.33097 0.130 -0.186 -3.803
N 0.19523 -0.07519 -0.42947 0.213 -0.133 0.296
C -0.34057 0.66474 -1.56926 3.536 -1.168 0.531
C -0.67044 -0.07935 0.77318 1.013 -0.572 -2.498
H 1.88307 -0.69043 -1.47532 -2.647 0.822 1.293
H 0.24215 0.46085 -2.46757 -0.082 -0.430 1.055
H -0.20477 1.72906 -1.37717 -0.257 0.024 -0.093
H -1.40251 0.43226 -1.64888 4.960 -1.961 -1.467
H -1.56919 -0.62454 0.48490 -0.201 0.254 0.030
H -0.18310 -0.64621 1.56645 -0.482 1.000 -1.295
H -0.90383 0.95582 1.02225 0.117 -0.734 -0.279
C 2.71730 0.77450 -3.28013 2.734 -2.712 3.194
O 2.78064 1.94911 -3.15763 -0.353 2.530 -0.803
N 3.17599 -0.04303 -2.21515 -0.102 0.650 -3.090
C 3.82761 0.42244 -1.02166 0.273 0.890 -0.825
C 3.07828 -1.46502 -2.38957 1.128 -0.354 -0.394
H 2.39769 0.15729 -4.13401 0.039 0.179 -0.082
H 4.85841 0.08228 -1.12084 0.228 0.277 0.584
H 3.36434 0.06126 -0.10350 0.152 -0.158 -0.174
H 3.73777 1.50839 -1.04905 0.409 0.012 0.158
H 2.25354 -1.64732 -3.07854 0.090 -0.473 -0.030
H 4.01035 -1.88367 -2.76917 0.005 -0.260 0.038
H 2.82916 -1.80215 -1.38340 0.780 -1.456 -0.611
C -0.71785 2.50943 -4.74677 1.122 -0.558 1.282
C -1.65671 2.07006 -5.89028 0.936 1.395 1.738
C -0.71505 1.16965 -6.73215 -1.560 1.107 3.110
O 0.15319 0.62944 -5.71281 0.678 -1.369 -1.211
C 0.02437 1.18604 -4.41282 -1.329 0.746 -1.985
H -1.22582 2.86007 -3.84837 -0.011 0.012 -0.370
H 0.03348 3.25145 -5.01700 -0.119 0.141 -0.292
H -2.05299 3.00115 -6.29542 -0.112 -0.351 -0.711
H -2.45213 1.57364 -5.33443 -0.258 -0.537 -0.672
H -0.14539 1.85773 -7.35676 -0.114 -0.845 -0.785
H -1.42441 0.40568 -7.05037 1.009 -0.255 -1.217
H 1.03780 1.17474 -4.01164 -1.323 1.004 -0.268
H -0.61629 0.57251 -3.77939 -0.261 -0.145 -0.772
C -0.62736 0.34215 3.45110 -4.947 3.188 -2.987
C -0.48862 1.80154 3.03992 -0.905 -0.736 -0.082
C -1.95082 2.12327 2.64193 0.174 0.787 -0.594
O -2.60821 0.94244 2.22688 -0.006 -0.803 0.855
C -1.98354 -0.17125 2.92884 -1.570 2.634 -0.553
H -0.64421 0.25370 4.53738 -2.662 1.600 -1.045
H 0.25552 -0.22557 3.15731 -2.488 2.013 -1.742
H 0.22227 1.75612 2.21489 -0.011 0.980 -0.037
H -0.10769 2.39960 3.86775 -0.058 0.176 -0.245
H -2.04198 2.77118 1.77015 0.153 0.460 0.042
H -2.49208 2.59946 3.45948 0.019 -0.009 0.243
H -1.97677 -1.07060 2.31302 -0.955 1.661 -0.496
H -2.58386 -0.43157 3.80059 -0.529 0.086 0.123
```
Positions in Å, forces in eV/Å.

Values from the calculation:
Energy above the lowest of the compared OMol25 structures with the same formula, charge and spin ... 421.0 kcal/mol
Electronic energy ... -46442.123 eV
M ... 509.69 g/mol
HOMO energy ... -8.044 eV
Strongest force on any atom ... 13.387 eV/Å